1.
Entry from the Open Molecules 2025 dataset: one molecule with the formula C4H7N3S2 (ωB97M-V with the def2-TZVPD basis set).

Atoms and positions in Å:
C 0.49 -0.25 -0.80
C -1.39 -0.40 0.56
C 1.18 -0.38 -2.15
C -2.02 0.90 1.06
N 1.41 0.06 0.18
N -0.71 -0.51 -0.55
N 1.03 -0.18 1.40
S -1.87 -1.77 1.44
S 1.83 -0.02 2.72
H 0.41 -0.60 -2.93
H 1.54 0.60 -2.41
H 1.98 -1.11 -1.93
H -1.23 1.64 0.67
H -3.03 1.13 0.70
H -2.06 0.70 2.14
H 2.44 0.19 -0.10

Results
Kohn-Sham gap = 6.8 eV
Energy relative to the best compared isomer or geometry (same formula, charge and spin) = 2.926 eV
E_HOMO = -7.83 eV
LUMO energy = -0.03946 Ha

2.
Entry from the Open Molecules 2025 dataset: C24H35ClN3OP2Sc as an isolated structure (ωB97M-V with the def2-TZVPD basis set).

Atoms and positions in Å:
Sc 0.29 1.76 -0.32
Cl -0.01 1.02 1.84
P 1.19 -0.54 -0.90
C 2.75 0.44 -0.21
C 3.72 0.72 -1.18
C 4.84 1.49 -0.83
C 5.11 1.77 0.53
C 4.22 1.34 1.54
C 3.01 0.75 1.14
C 1.60 -2.18 -0.34
C 0.64 -3.22 -0.48
C 0.92 -4.49 0.04
C 2.21 -4.82 0.47
C 3.12 -3.78 0.69
C 2.82 -2.46 0.30
C 1.39 -0.71 -2.73
C 0.49 -0.11 -3.62
C 0.66 -0.31 -4.98
C 1.76 -1.00 -5.49
C 2.66 -1.57 -4.59
C 2.46 -1.47 -3.22
H -0.29 -3.01 -0.98
H 0.14 -5.25 0.01
H 2.54 -5.86 0.54
H 4.13 -3.99 1.08
H 3.53 -1.67 0.42
H 3.56 0.34 -2.18
H 5.52 1.79 -1.62
H 6.07 2.26 0.82
H 4.48 1.41 2.60
H 2.31 0.45 1.90
H -0.29 0.55 -3.23
H -0.07 0.12 -5.66
H 1.94 -1.06 -6.57
H 3.56 -2.08 -4.95
H 3.16 -1.91 -2.51
H 1.73 2.96 -1.32
H 1.25 2.72 -1.95
C -5.33 1.74 -1.09
N -3.96 1.23 -1.02
C -3.33 0.76 -2.26
P -3.05 1.20 0.32
O -1.68 1.58 -0.27
N -3.39 2.37 1.39
C -2.47 3.44 1.81
C -4.76 2.57 1.87
N -3.39 -0.26 1.14
C -4.20 -1.44 0.65
C -3.44 -0.19 2.61
H -5.71 1.62 -2.11
H -5.45 2.81 -0.80
H -5.98 1.15 -0.42
H -2.57 1.43 -2.69
H -2.87 -0.22 -2.09
H -4.15 0.61 -2.97
H -1.93 3.93 0.97
H -3.11 4.22 2.29
H -1.74 3.09 2.56
H -5.28 3.26 1.21
H -5.30 1.63 1.96
H -4.70 3.07 2.84
H -3.57 -2.28 0.29
H -4.76 -1.86 1.50
H -4.97 -1.18 -0.08
H -2.46 -0.34 3.09
H -3.91 0.77 2.92
H -4.11 -0.99 2.96

Results
Kohn-Sham gap = 7.1 eV
Net charge = +2
E_HOMO = -14.28 eV
LUMO energy = -0.26467 Ha

3.
Entry from the Open Molecules 2025 dataset: a 2-piece molecular cluster, C4H13N3 overall (ωB97M-V with the def2-TZVPD basis set).

Atoms and positions in Å:
C -1.70 -0.48 -0.10
C -1.78 -1.91 0.23
C -0.47 1.66 -0.18
C 4.47 0.47 -0.06
N -2.73 0.06 -0.74
N -0.48 0.20 0.13
N 0.73 -0.33 0.45
H -2.84 -2.19 0.50
H -1.53 -2.67 -0.50
H -1.05 -1.99 1.16
H 0.26 2.20 0.43
H -1.42 2.03 0.15
H -0.42 1.95 -1.33
H 4.96 1.16 0.54
H 3.44 0.11 0.29
H 4.88 0.10 -0.95
H -3.62 -0.36 -0.77
H -2.66 1.03 -1.16
H 0.86 -1.26 0.77
H 1.09 0.23 1.15

Results
Kohn-Sham gap = 3.9 eV
Net charge = +2
Energy relative to the best compared isomer or geometry (same formula, charge and spin) = 6.729 eV
E_HOMO = -16.37 eV
LUMO energy = -0.45978 Ha

4.
Entry from the Open Molecules 2025 dataset: a 2-piece molecular cluster, C3H7N overall (ωB97M-V with the def2-TZVPD basis set).

Atoms and positions in Å:
C 3.03 1.67 -3.07
C 3.02 0.32 -3.09
H 2.43 2.35 -2.46
H 3.90 2.17 -3.50
H 2.24 -0.28 -3.56
H 3.94 -0.20 -2.84
C -2.97 -0.42 3.23
N -3.08 -1.68 3.03
H -3.57 0.31 2.68
H -2.26 0.01 3.92
H -3.49 -1.72 2.09

Results
Kohn-Sham gap = 9.2 eV
Energy relative to the best compared isomer or geometry (same formula, charge and spin) = 3.566 eV
E_HOMO = -8.61 eV
LUMO energy = 0.02254 Ha

5.
Entry from the Open Molecules 2025 dataset: C31H50BiO2P2 as an isolated structure (ωB97M-V with the def2-TZVPD basis set).

Atoms and positions in Å:
Bi 0.16 -0.26 -0.98
C -2.85 1.66 0.28
C -3.22 0.81 -0.80
C -3.09 -0.47 1.12
C -2.77 0.87 1.46
C -3.33 -0.52 -0.29
C -2.61 3.11 0.18
H -2.23 3.40 -0.81
H -1.88 3.45 0.93
H -3.54 3.68 0.35
C -2.45 1.34 2.83
H -1.96 2.32 2.80
H -1.79 0.62 3.32
H -3.37 1.44 3.43
C -3.12 -1.60 2.06
H -3.94 -1.47 2.78
H -2.17 -1.66 2.63
H -3.28 -2.55 1.53
C -3.67 -1.72 -1.06
H -4.74 -1.78 -1.27
H -3.37 -2.64 -0.55
H -3.16 -1.72 -2.03
C -3.44 1.25 -2.20
H -4.38 1.82 -2.28
H -3.52 0.38 -2.87
H -2.62 1.89 -2.55
C 1.40 0.52 -2.76
C 0.16 1.28 -2.90
C -0.43 1.46 -4.26
C -1.37 0.34 -4.79
C -1.39 -0.91 -3.98
C -0.30 -1.70 -3.86
C 0.97 -1.39 -4.57
C 1.88 -0.31 -3.95
H 0.36 1.64 -5.01
H -1.11 0.16 -5.85
H -1.02 2.39 -4.25
H 2.14 0.42 -4.74
H 2.24 0.97 -2.21
H -0.04 2.14 -2.26
H 2.83 -0.80 -3.68
H 1.55 -2.33 -4.66
H -0.38 -2.69 -3.43
H 0.80 -1.12 -5.63
H -2.39 0.75 -4.84
H -2.37 -1.26 -3.67
P 1.77 2.25 0.34
C 1.27 3.07 1.89
H 2.10 3.69 2.28
H 1.03 2.30 2.63
H 0.38 3.69 1.73
C 3.54 1.91 0.69
H 3.97 2.72 1.30
H 4.10 1.82 -0.25
H 3.61 0.96 1.23
C 1.89 3.69 -0.78
H 2.17 3.35 -1.79
H 2.63 4.41 -0.41
H 0.91 4.16 -0.85
P 0.92 -2.88 -0.33
C -0.46 -3.89 -0.96
H -0.09 -4.84 -1.36
H -1.00 -3.35 -1.74
H -1.18 -4.07 -0.14
C 2.35 -3.26 -1.40
H 2.14 -3.08 -2.47
H 2.65 -4.30 -1.25
H 3.19 -2.60 -1.11
C 1.30 -3.62 1.28
H 1.42 -4.71 1.18
H 0.50 -3.37 1.99
H 2.23 -3.18 1.66
O -0.26 -1.35 3.28
C 0.78 -0.67 3.07
O 1.21 -0.23 1.95
C 1.65 -0.33 4.27
C 2.75 0.56 4.20
C 3.47 0.88 5.35
C 3.14 0.26 6.57
C 2.06 -0.64 6.65
C 1.34 -0.93 5.50
H 3.00 1.00 3.24
H 4.29 1.60 5.28
H 3.72 0.51 7.46
H 1.80 -1.11 7.60
H 0.50 -1.61 5.54

Results
Kohn-Sham gap (alpha / beta) = 4.6 / 5.4 eV
Net charge = +1
E_HOMO (alpha / beta) = -9.55 / -9.49 eV
LUMO energy (alpha / beta) = -0.18128 / -0.14901 Ha

6.
Entry from the Open Molecules 2025 dataset: C6H9ClN2O2S as an isolated structure (ωB97M-V with the def2-TZVPD basis set).

Atoms and positions in Å:
C 1.15 -0.86 -0.56
C 1.90 0.13 -0.01
C -0.47 0.17 -0.43
C 3.32 0.02 0.26
C -0.87 2.41 0.31
C -1.96 -2.15 0.13
N 1.32 1.32 0.31
N 0.00 1.28 0.12
O -2.87 0.33 0.53
O -2.67 -0.48 -1.78
S -2.16 -0.43 -0.44
Cl 1.25 -2.43 -1.20
H 3.69 -0.94 0.53
H 3.95 0.31 -0.67
H 3.48 0.67 1.13
H -1.16 3.03 -0.64
H -1.79 2.07 0.76
H -0.28 3.03 0.94
H -2.79 -2.74 -0.25
H -1.09 -2.45 -0.27
H -1.94 -2.28 1.23

Results
Kohn-Sham gap (alpha / beta) = 8.8 / 8.8 eV
Energy relative to the best compared isomer or geometry (same formula, charge and spin) = 2.461 eV
E_HOMO (alpha / beta) = -8.67 / -8.67 eV
LUMO energy (alpha / beta) = 0.00304 / 0.00303 Ha

7.
Entry from the Open Molecules 2025 dataset: C6H12O as an isolated structure (ωB97M-V with the def2-TZVPD basis set).

Atoms and positions in Å:
C -1.40 0.26 0.37
C 0.05 0.46 0.07
C 1.14 -0.28 0.79
C 2.24 -0.28 -0.29
O 1.61 0.04 -1.54
C 0.39 0.54 -1.22
C -1.81 -0.97 -0.50
H -0.63 2.01 1.58
H -2.01 1.15 0.16
H -1.55 -0.01 1.43
H -0.03 1.99 1.05
H 0.76 -1.28 1.02
H 1.49 0.16 1.74
H 2.74 -1.25 -0.40
H 2.98 0.50 -0.11
H -0.24 0.86 -2.04
H -1.38 -1.87 -0.06
H -2.89 -1.05 -0.51
H -1.47 -0.98 -1.55

Results
Kohn-Sham gap = 8.9 eV
Energy relative to the best compared isomer or geometry (same formula, charge and spin) = 3.188 eV
E_HOMO = -7.91 eV
LUMO energy = 0.03790 Ha

8.
Entry from the Open Molecules 2025 dataset: C32H88F6N8Na2O8P as an isolated structure (ωB97M-V with the def2-TZVPD basis set).

Atoms and positions in Å:
Na -1.03 6.37 1.72
Na 6.04 5.48 3.59
P 3.10 1.61 -0.39
F 3.93 2.11 0.92
F 2.30 3.01 -0.29
F 4.34 2.24 -1.28
F 2.30 1.05 -1.69
F 4.00 0.27 -0.46
F 2.04 0.96 0.73
C 2.42 8.48 -6.53
C 2.65 7.17 -5.90
C 3.01 6.00 -6.83
O 2.04 5.81 -7.84
C 2.38 5.03 -8.95
N 3.48 7.22 -4.72
H 1.70 8.33 -7.34
H 3.32 8.99 -6.89
H 1.95 9.06 -5.74
H 1.69 6.83 -5.53
H 3.06 5.03 -6.32
H 4.03 6.04 -7.19
H 3.24 5.41 -9.52
H 1.57 4.90 -9.67
H 2.60 4.05 -8.51
H 3.29 6.41 -4.16
H 4.44 7.08 -5.00
C -1.55 -8.22 -10.35
C -1.63 -7.45 -9.05
C -0.40 -6.49 -8.87
O -0.20 -5.79 -7.63
C 0.90 -4.83 -7.72
N -2.89 -6.73 -9.05
H -0.67 -8.82 -10.16
H -1.44 -7.56 -11.21
H -2.45 -8.80 -10.57
H -1.54 -8.30 -8.38
H -0.53 -5.74 -9.65
H 0.45 -7.07 -9.22
H 1.55 -4.96 -8.58
H 1.37 -4.86 -6.73
H 0.33 -3.91 -7.66
H -2.62 -5.82 -9.39
H -3.07 -6.49 -8.09
C 4.78 -5.41 6.09
C 4.17 -4.05 6.58
C 4.41 -3.91 8.09
O 3.63 -4.83 8.90
C 4.09 -4.83 10.26
N 4.82 -3.01 5.78
H 4.60 -6.25 6.76
H 5.87 -5.40 5.98
H 4.48 -5.72 5.09
H 3.08 -4.16 6.51
H 4.13 -2.88 8.31
H 5.46 -4.01 8.35
H 3.44 -5.58 10.71
H 4.00 -3.80 10.61
H 5.12 -5.05 10.51
H 4.26 -2.17 5.84
H 4.76 -3.32 4.82
C -4.89 7.11 -2.97
C -5.83 6.31 -2.00
C -7.10 5.67 -2.65
O -7.87 4.88 -1.65
C -8.29 5.65 -0.56
N -5.04 5.25 -1.41
H -4.89 6.61 -3.94
H -3.84 7.24 -2.72
H -5.23 8.14 -3.13
H -6.21 7.00 -1.25
H -6.79 5.02 -3.46
H -7.83 6.33 -3.10
H -7.39 5.78 0.05
H -8.99 5.08 0.06
H -8.69 6.63 -0.81
H -4.39 4.85 -2.07
H -5.68 4.55 -1.07
C -9.70 -1.37 1.66
C -8.66 -1.47 2.82
C -7.88 -0.18 3.29
O -7.02 0.30 2.26
C -6.12 -0.58 1.60
N -9.45 -1.92 3.96
H -10.38 -0.53 1.77
H -10.27 -2.29 1.51
H -8.89 -1.24 0.94
H -7.91 -2.23 2.65
H -7.27 -0.49 4.15
H -8.63 0.61 3.39
H -5.70 -0.19 0.67
H -6.56 -1.54 1.35
H -5.38 -0.93 2.32
H -10.11 -2.65 3.71
H -9.96 -1.24 4.49
C -2.14 2.62 7.98
C -3.08 3.66 7.45
C -2.90 5.08 8.02
O -3.19 5.12 9.45
C -4.61 5.27 9.69
N -2.82 3.71 6.04
H -1.22 3.19 8.11
H -1.86 1.78 7.35
H -2.32 2.38 9.03
H -4.15 3.52 7.57
H -3.49 5.82 7.47
H -1.88 5.46 8.01
H -4.76 4.92 10.72
H -5.34 4.71 9.10
H -4.95 6.30 9.60
H -3.62 3.27 5.61
H -2.08 3.03 5.92
C -2.71 -6.72 -1.15
C -1.73 -5.73 -0.49
C -0.36 -6.38 -0.23
O -0.34 -7.56 0.56
C -0.96 -7.63 1.85
N -1.54 -4.66 -1.50
H -3.30 -6.31 -1.97
H -3.37 -7.14 -0.40
H -2.12 -7.55 -1.57
H -2.04 -5.23 0.42
H 0.34 -5.67 0.22
H 0.17 -6.67 -1.14
H -1.42 -8.62 1.88
H -1.88 -7.07 2.02
H -0.19 -7.44 2.60
H -1.48 -5.11 -2.40
H -0.63 -4.27 -1.28
C 10.77 -1.68 0.19
C 11.32 -0.31 0.33
C 11.83 0.20 -1.04
O 12.57 1.34 -1.03
C 12.00 2.49 -1.50
N 10.28 0.56 0.93
H 11.50 -2.27 -0.38
H 9.89 -1.62 -0.45
H 10.45 -2.12 1.14
H 12.09 -0.19 1.09
H 10.97 0.24 -1.72
H 12.61 -0.43 -1.46
H 11.00 2.64 -1.09
H 12.03 2.64 -2.58
H 12.60 3.32 -1.12
H 9.55 0.72 0.25
H 10.73 1.47 0.94

Results
Kohn-Sham gap = 4.4 eV
Net charge = +1
Energy relative to the best compared isomer or geometry (same formula, charge and spin) = 11.234 eV
E_HOMO = -9.74 eV
LUMO energy = -0.19758 Ha

9.
Entry from the Open Molecules 2025 dataset: C17H11BBrF4N2O2Os as an isolated structure (ωB97M-V with the def2-TZVPD basis set).

Atoms and positions in Å:
Os 0.10 0.10 -0.09
C 3.77 -2.05 -0.63
C 3.31 -3.34 -0.77
C 1.95 -3.59 -0.82
C 1.07 -2.53 -0.71
N 1.54 -1.28 -0.54
C 2.85 -1.03 -0.51
C -0.40 -2.60 -0.80
C -1.10 -3.78 -1.00
C -2.48 -3.74 -1.12
C -3.17 -2.54 -1.06
C -2.48 -1.35 -0.84
C -1.10 -1.38 -0.68
H 4.83 -1.82 -0.60
H 4.01 -4.17 -0.85
H 1.58 -4.59 -0.96
H 3.14 0.01 -0.40
H -0.58 -4.73 -1.07
H -3.02 -4.66 -1.29
H -4.24 -2.52 -1.18
H -3.03 -0.42 -0.81
Br -1.14 6.03 2.75
C -1.21 4.31 2.01
C -1.84 4.12 0.78
N -1.92 2.94 0.19
C -1.34 1.93 0.82
C -0.69 2.00 2.04
C -0.63 3.24 2.67
C -0.04 0.82 2.66
O 0.25 0.65 3.80
O 0.47 -0.12 1.74
H -2.29 4.96 0.27
H -1.62 0.95 0.32
H -0.14 3.35 3.62
F 1.05 4.11 -0.21
B 1.18 3.79 -1.49
F 0.84 1.59 -0.99
F 2.38 3.51 -1.97
F 0.14 3.85 -2.28

Results
Kohn-Sham gap = 7.2 eV
Net charge = +1
Energy relative to the best compared isomer or geometry (same formula, charge and spin) = 0.277 eV
E_HOMO = -12.57 eV
LUMO energy = -0.19886 Ha

Max |F| list, top to bottom, in eV/A: 5.3 3.6 6.3 2.1 3.2 6.9 2.3 3.1 1.4